1.
Here is 3 unconnected molecules or ions with the total composition C8H21N at a distorted geometry from the OMol25 dataset. Energies are from the ωB97M-V functional and the def2-TZVPD basis.

XYZ file:
```
30
Properties=species:S:1:pos:R:3:nbo_charge:R:1
C 1.3288 -0.3538 0.3929 0.3254
C 2.5602 0.4637 0.7281 -0.6716
C 0.6005 2.2987 -0.5865 -0.9087
C 1.5982 -1.2481 -0.7962 -0.6936
N 0.8995 -0.9986 1.5437 -0.8617
H 0.4255 -1.8778 1.3005 0.3983
H 0.7792 -0.3999 2.3516 0.3950
H 0.7154 -1.7960 -1.1284 0.2147
H 2.9242 1.0045 -0.1484 0.2147
H 3.4217 -0.1716 0.9683 0.2200
H 2.3821 1.1272 1.5774 0.2104
H -0.2371 2.8007 -1.0808 0.2073
H 0.9625 2.9232 0.2316 0.2069
H 1.3884 2.0921 -1.3121 0.2069
H 1.9598 -0.6811 -1.6551 0.2245
H 2.3041 -2.0493 -0.5432 0.2107
C -1.1771 -0.2556 -0.0247 0.0510
C -1.5897 0.0407 -1.4755 -0.7069
C -1.7198 -1.6894 0.2262 -0.6865
C -1.9913 0.6237 0.9381 -0.6918
H -0.1341 1.3669 -0.1943 0.2753
H -0.7596 -0.1289 -2.1685 0.2138
H -1.9239 1.0637 -1.6706 0.2080
H -2.4113 -0.5472 -1.9078 0.2056
H -2.7864 -1.7886 -0.0248 0.2141
H -1.7388 0.4335 1.9858 0.2029
H -1.6764 -2.0003 1.2763 0.1973
H -1.1982 -2.4530 -0.3582 0.2007
H -1.8289 1.6881 0.7524 0.2085
H -3.0774 0.5124 0.8022 0.2088
```

Output
- E_HOMO (spin up / spin down) (Ha) = -0.2366 / -0.2735
- LUMO (spin up / spin down) (eV) = 0.39 / 0.79
- Kohn-Sham gap (spin up / spin down) (eV) = 6.83 / 8.24



2.
Here is a molecular structure, C8H22AlAs2F16N4O10S4 at a distorted geometry from the OMol25 dataset. Energies are from the ωB97M-V functional and the def2-TZVPD basis.

XYZ file:
```
67
Properties=species:S:1:pos:R:3:nbo_charge:R:1
Al -0.6183 -0.2687 0.3483 1.5227
As 0.0345 2.7118 4.0422 2.7974
F -1.7106 2.6586 4.4409 -0.5987
F 0.4139 1.6269 5.3992 -0.5815
F 1.8184 2.9464 3.7098 -0.6220
F -0.1857 3.8008 2.6215 -0.6476
F 0.2927 4.1268 5.1077 -0.6169
F -0.0614 1.4182 2.7633 -0.6497
As 0.3666 -2.3686 4.4375 2.7957
F 2.1700 -2.0162 4.4432 -0.6205
F 0.6372 -3.7162 3.2770 -0.6362
F -1.4641 -2.6864 4.3217 -0.6333
F 0.0874 -1.0564 5.5602 -0.5863
F 0.2147 -1.2907 3.0019 -0.6470
F 0.4946 -3.4848 5.8312 -0.6115
N -3.0999 -0.3672 -1.1230 -1.0998
S -4.0917 0.8008 -1.3752 2.3651
O -5.3924 0.8463 -0.6563 -0.8426
O -4.0051 1.4926 -2.6345 -0.8803
F -3.2419 1.8206 -0.4568 -0.5306
S -4.1073 -1.4286 -2.0354 2.3055
O -3.8070 -1.6240 -3.4251 -0.8650
O -5.4850 -1.6922 -1.5261 -0.7930
F -3.3176 -2.7414 -1.4225 -0.5403
N 2.0509 0.5615 0.0122 -1.1052
S 3.2852 0.9408 0.8247 2.3511
O 3.6174 2.3280 1.0479 -0.8409
O 4.3424 -0.0769 0.9873 -0.8545
F 2.4540 0.6639 2.1637 -0.5057
S 2.9758 0.8736 -1.4293 2.3158
O 4.0922 -0.0049 -1.8167 -0.8224
O 2.9611 2.2255 -1.8761 -0.8767
F 1.8439 0.2157 -2.3844 -0.5310
C 0.2281 4.9059 -0.5351 -0.6163
C -0.5587 3.5807 -0.6730 -0.1012
C -0.3749 2.9884 -2.1473 -0.0680
O -1.1053 1.7675 -2.2404 -0.5526
C -1.0545 1.0895 -3.4880 -0.2546
N 0.0113 2.6589 0.2481 -0.5262
H 0.1365 5.3563 0.4533 0.2526
H -0.1523 5.6063 -1.2786 0.2377
H 1.2977 4.8782 -0.7428 0.2400
H -1.6201 3.6324 -0.4306 0.2544
H 0.6783 2.8057 -2.3601 0.1955
H -0.7736 3.5933 -2.9617 0.1922
H -0.0217 0.8596 -3.7498 0.1757
H -1.5165 1.6605 -4.2934 0.1848
H -1.5645 0.1262 -3.4929 0.2014
H 0.9642 2.3852 0.0555 0.4185
H 0.0478 3.0720 1.1691 0.4526
C -0.3335 -4.5398 -2.4229 -0.6189
C -0.2771 -3.5214 -1.2754 -0.0903
C 1.0079 -3.7492 -0.4041 -0.0672
O 1.2172 -2.5476 0.3628 -0.5156
C 2.3718 -2.6153 1.1402 -0.2679
N -0.2160 -2.2585 -2.0417 -0.7319
H -1.2521 -4.3623 -2.9821 0.2209
H -0.4354 -5.5559 -2.0419 0.2285
H 0.5517 -4.4747 -3.0557 0.2050
H -1.2398 -3.6089 -0.7717 0.2336
H 1.8757 -3.9131 -1.0430 0.1838
H 0.8365 -4.6137 0.2372 0.2123
H 2.4577 -3.4975 1.7746 0.2064
H 2.4887 -1.7579 1.8031 0.2465
H 3.1521 -2.6145 0.3791 0.1786
H 0.5806 -2.2542 -2.6625 0.3860
H -0.9728 -2.3173 -2.7080 0.3896
```

Output
- E_HOMO (Ha) = -0.3332
- LUMO (eV) = -5.01
- Kohn-Sham gap (eV) = 4.05
- total charge = -1



3.
Here is a molecular structure, C8H22CdFN2O6S at a distorted geometry from the OMol25 dataset. Energies are from the ωB97M-V functional and the def2-TZVPD basis.

XYZ file:
```
41
Properties=species:S:1:pos:R:3:nbo_charge:R:1
Cd 31.9373 -13.8396 0.4834 1.7547
F 32.0001 -13.3436 2.5409 -0.9139
S 29.3856 -15.2864 1.8737 2.5977
O 30.2813 -14.8947 0.7666 -1.2371
O 30.2217 -16.0521 2.8084 -1.1159
O 29.1183 -14.0892 2.6972 -1.1006
O 28.1638 -15.9869 1.4854 -1.0622
C 34.0267 -10.1413 -0.6025 -0.6180
C 33.0011 -11.1275 0.0217 -0.0923
C 31.4952 -10.8855 -0.1822 -0.0557
O 30.7219 -12.0345 0.2331 -0.5686
C 29.3351 -11.7656 0.0631 -0.2536
N 33.2693 -12.4809 -0.4366 -0.8915
H 33.8699 -10.1627 -1.6852 0.1885
H 35.0376 -10.4967 -0.4112 0.2133
H 33.8567 -9.1128 -0.2858 0.2203
H 33.1157 -11.1437 1.1098 0.2393
H 31.4444 -10.7681 -1.2732 0.1434
H 31.1314 -10.0095 0.3525 0.1993
H 28.5929 -12.3344 0.6205 0.2701
H 29.1015 -12.0099 -0.9817 0.1450
H 29.0220 -10.7190 0.0979 0.1589
H 34.2015 -12.8065 -0.2144 0.3777
H 33.3070 -12.3490 -1.4467 0.3599
C 35.2865 -16.5406 -0.4779 -0.6225
C 34.2464 -15.4204 -0.5146 -0.0624
C 33.1170 -15.6485 -1.6186 -0.0625
O 32.0000 -14.8139 -1.3788 -0.6103
C 30.8541 -15.1007 -2.1818 -0.2550
N 33.5979 -15.3106 0.8205 -0.8826
H 34.8047 -17.4774 -0.1952 0.2146
H 36.1511 -16.3290 0.1473 0.2193
H 35.6156 -16.7057 -1.5087 0.2004
H 34.7000 -14.4743 -0.8049 0.1649
H 32.8896 -16.7176 -1.6170 0.1845
H 33.4218 -15.2807 -2.6030 0.1732
H 31.1240 -15.2929 -3.2258 0.1537
H 30.2302 -14.2202 -2.3395 0.2005
H 30.2286 -15.8925 -1.7742 0.2334
H 33.2634 -16.2419 1.0503 0.3963
H 34.2397 -15.0802 1.5698 0.3959
```

Output
- E_HOMO (Ha) = -0.0769
- LUMO (eV) = 1.99
- Kohn-Sham gap (eV) = 4.08
- total charge = -1



Listing E_tot for the structures above in their given order: -10121.73609; -250180.20256; -42032.94174 eV.